# 1
92
Properties=species:S:1:pos:R:3 method="wB97M-V/def2-TZVPD" homo_ev=-1.925 charge=-2 e_tot_ev=-99150.2427 homo_lumo_gap_ha=0.222
Tl 0.874 -1.554 0.199
O 0.349 -0.458 -4.309
C 0.438 -0.074 -2.934
O 1.509 -0.405 -2.361
C -0.056 1.380 -2.907
O -0.164 1.908 -1.603
C -1.416 1.750 -0.966
C -1.890 -0.391 -1.848
O -3.386 -1.920 -0.097
O -0.738 -0.947 -2.228
H 0.991 -1.180 -4.349
H -1.002 1.486 -3.453
H 0.712 1.959 -3.423
H -2.164 2.200 -1.635
H -1.370 2.323 -0.052
C -5.429 -0.841 -2.431
N -4.296 0.080 -2.396
C -4.523 1.116 -1.406
C -3.018 -0.504 -2.607
N -1.820 0.408 -0.650
C -2.002 -0.067 0.688
C -2.857 -1.143 0.896
C -3.335 -1.509 2.167
C -2.962 -0.819 3.266
C -1.961 0.173 3.156
C -1.469 0.702 4.372
C -0.359 1.490 4.392
C 0.268 1.772 3.176
C -0.227 1.346 1.957
N 0.561 1.588 0.827
C 1.134 2.715 0.609
N 0.760 3.992 1.070
C 1.787 4.899 1.541
C -0.524 4.301 1.653
N 2.259 2.778 -0.187
C 2.988 1.544 -0.434
C 2.266 3.686 -1.319
C -1.407 0.525 1.886
N -3.054 -1.304 -3.780
C -2.964 -0.562 -5.025
C -2.369 -2.581 -3.801
H -6.325 -0.287 -2.726
H -5.606 -1.302 -1.451
H -5.242 -1.620 -3.164
H -5.562 1.438 -1.508
H -3.900 1.985 -1.595
H -4.374 0.786 -0.372
H -2.903 -1.762 -0.925
H -4.025 -2.342 2.208
H -3.343 -1.072 4.247
H -1.942 0.380 5.291
H 0.076 1.827 5.325
H 1.219 2.289 3.173
H 2.760 4.583 1.182
H 1.804 4.922 2.641
H 1.589 5.917 1.189
H -1.295 3.622 1.318
H -0.805 5.316 1.351
H -0.502 4.255 2.748
H 2.982 0.927 0.462
H 4.024 1.801 -0.671
H 2.562 0.978 -1.265
H 1.552 4.491 -1.160
H 1.992 3.151 -2.235
H 3.265 4.114 -1.452
H -3.558 0.350 -4.935
H -3.389 -1.164 -5.836
H -1.931 -0.304 -5.282
H -2.546 -3.109 -2.862
H -1.291 -2.504 -3.944
H -2.797 -3.179 -4.613
C 6.288 -1.872 1.138
P 4.712 -2.780 1.181
C 5.142 -4.444 0.643
C 4.296 -2.876 2.933
O 3.705 -2.119 0.304
H 7.059 -2.369 1.728
H 6.118 -0.868 1.529
H 6.612 -1.792 0.100
H 6.007 -4.825 1.190
H 5.353 -4.421 -0.426
H 4.285 -5.103 0.799
H 5.155 -2.604 3.549
H 3.960 -3.878 3.193
H 3.462 -2.192 3.119
O 0.954 -3.571 3.580
S 0.413 -2.087 3.368
O -0.696 -2.164 2.418
O 1.545 -1.336 2.788
O 0.045 -1.648 4.697
I 1.201 -4.761 1.859
I 1.761 -6.637 -0.483

=====

# 2
10
Properties=species:S:1:pos:R:3 method="wB97M-V/def2-TZVPD" homo_ev=-7.368 e_tot_ev=-25879.0864 relative_energy_ev=3.635 smiles="C1CC2=C(S1)S2" homo_lumo_gap_ha=0.267
C -1.060 0.478 -0.050
C 0.457 0.746 0.017
C 1.120 -0.570 -0.105
C 0.329 -1.659 -0.222
S -1.316 -1.368 0.114
S 2.135 -1.968 0.262
H -1.703 0.824 0.672
H -1.384 0.755 -0.970
H 0.554 1.210 0.926
H 0.868 1.553 -0.645

=====

# 3
24
Properties=species:S:1:pos:R:3 method="wB97M-V/def2-TZVPD" homo_ev=-9.416 e_tot_ev=-16573.0782 relative_energy_ev=3.777 smiles="O=C(O)[C@H]1CO1.C=NN=C(C)C" homo_lumo_gap_ha=0.365
O -2.508 0.051 -1.777
C -2.010 -0.562 -0.872
O -1.189 -1.596 -1.089
C -2.233 -0.201 0.583
C -2.426 1.218 0.904
O -3.515 0.316 0.876
H -0.913 -2.010 -0.226
H -1.819 -0.876 1.339
H -2.412 1.940 0.082
H -2.147 1.584 1.901
C 0.930 2.568 -1.150
N 1.420 1.676 -0.392
N 1.037 0.384 -0.810
C 1.519 -0.533 -0.057
C 1.183 -1.953 -0.405
C 2.399 -0.296 1.145
H 1.140 3.614 -0.934
H 0.294 2.310 -2.009
H 2.103 -2.532 -0.589
H 0.667 -2.446 0.443
H 0.600 -1.986 -1.314
H 2.680 -1.247 1.618
H 3.314 0.243 0.852
H 1.886 0.335 1.882

=====

# 4
60
Properties=species:S:1:pos:R:3 method="wB97M-V/def2-TZVPD" homo_ev=-11.405 charge=+1 e_tot_ev=-31456.2121 relative_energy_ev=0.000 smiles=CCN1CC[NH+](C[C@@H](O)CO[C@H](c2ccccc2)c2ccccc2C)CC1 homo_lumo_gap_ha=0.339
C 2.700 2.686 2.321
C 3.477 1.393 2.564
N 3.063 0.245 1.778
C 1.729 -0.247 2.043
C 1.629 -1.661 1.478
N 1.872 -1.637 0.017
C 1.681 -2.965 -0.611
C 0.207 -3.235 -0.957
O -0.528 -3.298 0.247
C -0.351 -2.166 -1.925
O -0.184 -0.847 -1.446
C -1.272 -0.320 -0.653
C -2.563 -0.291 -1.440
C -3.647 -1.065 -1.044
C -4.826 -1.039 -1.770
C -4.925 -0.248 -2.901
C -3.844 0.518 -3.305
C -2.668 0.499 -2.578
C -0.884 1.075 -0.217
C 0.042 1.798 -0.961
C 0.392 3.086 -0.600
C -0.187 3.664 0.515
C -1.111 2.949 1.257
C -1.478 1.655 0.907
C -2.499 0.924 1.724
C 3.198 -1.046 -0.255
C 3.267 0.355 0.352
H 3.092 3.467 2.965
H 2.798 3.014 1.289
H 1.643 2.557 2.545
H 4.537 1.557 2.352
H 3.389 1.105 3.614
H 1.571 -0.285 3.121
H 0.943 0.387 1.598
H 0.647 -2.095 1.662
H 2.395 -2.288 1.938
H 1.138 -1.026 -0.439
H 2.044 -3.739 0.068
H 2.260 -3.006 -1.535
H 0.171 -4.203 -1.477
H -1.376 -3.729 0.094
H -1.409 -2.365 -2.129
H 0.196 -2.222 -2.870
H -1.404 -0.965 0.227
H -3.575 -1.684 -0.159
H -5.665 -1.638 -1.450
H -5.844 -0.227 -3.466
H -3.918 1.136 -4.187
H -1.827 1.100 -2.888
H 0.483 1.346 -1.838
H 1.106 3.637 -1.194
H 0.076 4.669 0.806
H -1.565 3.407 2.123
H -2.840 1.545 2.547
H -3.360 0.663 1.110
H -2.089 0.003 2.140
H 3.357 -0.998 -1.333
H 3.962 -1.681 0.199
H 4.257 0.773 0.165
H 2.516 0.999 -0.138

=====

# 5
74
Properties=species:S:1:pos:R:3 method="wB97M-V/def2-TZVPD" homo_ev="-11.288 / -11.346" charge=+1 e_tot_ev=-91896.9423 relative_energy_ev=0.268 spin_multiplicity=4 homo_lumo_gap_ha="0.303 / 0.318"
Cr 0.041 0.371 -0.208
N 0.448 1.611 1.416
C 0.167 0.811 2.633
C -1.187 0.152 2.460
N -1.263 -0.659 1.205
C -1.350 -2.139 1.429
C -0.050 -2.928 1.454
N 0.389 -3.299 0.100
H 1.437 1.840 1.346
H -0.067 2.487 1.426
H 0.178 1.427 3.533
H 0.956 0.067 2.717
H -1.950 0.931 2.386
H -1.433 -0.462 3.328
H -2.163 -0.422 0.801
H -1.984 -2.537 0.632
H -1.893 -2.298 2.365
H -0.215 -3.809 2.081
H 0.735 -2.346 1.932
H -0.091 -4.146 -0.190
H 1.376 -3.539 0.115
N -0.040 -0.988 -1.769
N 0.871 -0.503 -2.736
C 1.539 0.707 -2.469
O 2.424 1.080 -3.191
O 1.041 1.369 -1.445
H 0.264 -1.865 -1.307
H -0.942 -1.145 -2.212
H 1.389 -1.192 -3.260
N 4.335 -3.944 0.794
C 4.123 -2.809 0.815
N 3.889 -1.500 0.856
C 2.742 -1.059 0.598
N 1.670 -0.625 0.382
C -3.966 4.920 -0.464
Si -2.436 4.046 0.140
C -0.885 5.032 -0.209
C -2.611 3.734 1.982
Sb -2.142 1.816 -1.098
Si -4.391 0.589 -0.886
C -4.179 -1.052 -1.764
C -5.811 1.560 -1.603
C -4.737 0.256 0.935
Si -1.864 2.489 -3.584
C -0.292 3.468 -3.742
C -3.318 3.547 -4.088
C -1.821 0.899 -4.562
H -4.040 5.889 0.038
H -4.872 4.359 -0.230
H -3.947 5.101 -1.538
H -0.772 5.828 0.530
H -0.945 5.506 -1.191
H 0.026 4.429 -0.204
H -2.856 4.688 2.459
H -1.706 3.368 2.472
H -3.425 3.044 2.213
H -4.058 -0.935 -2.842
H -5.060 -1.677 -1.598
H -3.315 -1.607 -1.386
H -5.618 1.927 -2.610
H -6.070 2.412 -0.973
H -6.687 0.906 -1.649
H -4.203 -0.616 1.322
H -5.801 0.030 1.041
H -4.525 1.108 1.583
H -0.292 4.340 -3.086
H -0.240 3.839 -4.771
H 0.614 2.897 -3.548
H -3.244 4.551 -3.669
H -4.289 3.132 -3.822
H -3.292 3.650 -5.177
H -0.915 0.330 -4.348
H -1.819 1.137 -5.629
H -2.693 0.270 -4.372

=====

# 6
192
Properties=species:S:1:pos:R:3 method="wB97M-V/def2-TZVPD" homo_ev=-15.552 charge=+5 e_tot_ev=-99042.3829 homo_lumo_gap_ha=0.225
S 26.111 7.393 16.525
O 25.121 8.135 17.276
O 26.770 6.625 17.542
O 25.399 6.614 15.473
O 27.096 8.294 15.855
C 28.899 12.864 16.479
C 27.464 13.442 16.664
C 26.448 12.337 17.204
N 24.933 12.823 17.206
C 24.811 13.777 18.402
C 24.028 11.617 17.573
C 22.755 12.000 16.985
C 23.060 12.448 15.555
C 24.332 13.271 15.813
H 29.718 13.390 15.989
H 28.675 12.029 15.815
H 29.243 12.486 17.442
H 27.173 13.943 15.740
H 27.492 14.278 17.363
H 26.719 12.033 18.215
H 26.366 11.493 16.519
H 25.109 13.390 19.376
H 23.749 13.988 18.527
H 25.300 14.715 18.141
H 23.985 11.352 18.629
H 24.510 10.827 16.996
H 22.046 12.687 17.449
H 22.198 11.064 17.011
H 22.328 13.161 15.175
H 23.210 11.581 14.912
H 24.063 14.324 15.888
H 25.197 13.169 15.158
C 30.783 6.791 12.417
C 31.227 7.072 13.873
C 30.255 7.992 14.687
N 30.575 8.230 16.169
C 30.071 6.939 16.967
C 29.974 9.636 16.624
C 30.766 9.787 17.938
C 32.144 9.165 17.805
C 32.087 8.512 16.375
H 29.725 6.540 12.338
H 31.443 6.079 11.923
H 30.788 7.635 11.727
H 32.299 7.225 13.995
H 31.056 6.111 14.358
H 29.294 7.492 14.810
H 30.227 8.951 14.169
H 30.601 6.064 16.589
H 28.996 6.783 17.056
H 30.482 6.962 17.976
H 28.982 9.228 16.818
H 30.169 10.371 15.843
H 30.211 9.290 18.734
H 30.730 10.846 18.193
H 32.284 8.396 18.566
H 33.072 9.735 17.839
H 32.655 7.591 16.245
H 32.285 9.280 15.626
C 20.365 5.810 17.188
N 21.749 6.160 16.582
C 22.044 5.018 15.547
C 21.949 7.434 15.771
C 22.756 6.046 17.757
C 22.672 7.068 18.903
O 22.942 8.383 18.377
H 20.084 6.509 17.976
H 20.329 4.780 17.543
H 19.780 5.974 16.283
H 23.001 5.319 15.120
H 21.266 5.044 14.785
H 22.316 4.084 16.039
H 21.379 8.270 16.176
H 21.553 7.175 14.789
H 22.995 7.726 15.682
H 23.794 5.887 17.466
H 22.483 5.035 18.061
H 23.386 6.950 19.718
H 21.741 6.941 19.457
H 23.871 8.358 18.138
C 25.782 9.860 22.854
N 27.000 10.367 22.131
C 26.703 11.632 21.244
C 28.082 10.720 23.181
C 27.411 9.175 21.173
C 26.505 8.846 20.050
O 26.601 9.757 18.986
H 24.869 9.748 22.269
H 25.753 10.755 23.475
H 25.979 9.008 23.505
H 27.661 11.875 20.784
H 26.562 12.472 21.925
H 25.956 11.468 20.468
H 28.924 11.057 22.576
H 28.289 9.848 23.801
H 27.723 11.477 23.878
H 27.345 8.306 21.828
H 28.375 9.410 20.722
H 25.461 8.605 20.251
H 26.978 8.001 19.551
H 26.262 9.272 18.230
C 25.623 7.326 12.236
N 24.811 8.649 11.942
C 24.061 8.403 10.565
C 23.715 9.007 12.958
C 25.802 9.750 11.661
C 26.419 10.367 12.986
O 27.253 9.261 13.471
H 26.593 7.428 11.749
H 25.121 6.461 11.801
H 25.642 7.277 13.324
H 24.770 7.976 9.856
H 23.706 9.382 10.243
H 23.418 7.523 10.597
H 23.410 10.043 12.812
H 24.018 8.785 13.981
H 22.792 8.473 12.731
H 25.264 10.507 11.091
H 26.618 9.373 11.044
H 25.715 10.472 13.811
H 26.972 11.290 12.809
H 27.035 8.905 14.336
C 23.313 0.597 11.262
N 22.898 2.131 11.595
C 23.991 3.028 11.073
C 21.669 2.496 10.763
C 22.821 2.502 13.167
C 21.694 1.804 13.932
O 20.390 2.132 13.489
H 24.264 0.476 11.781
H 23.505 0.468 10.197
H 22.477 -0.020 11.590
H 23.728 4.081 11.171
H 24.132 2.957 9.995
H 24.885 2.847 11.670
H 20.915 1.708 10.774
H 21.938 3.005 9.837
H 21.392 3.361 11.364
H 22.680 3.583 13.154
H 23.797 2.223 13.564
H 21.751 2.044 14.994
H 21.727 0.715 13.914
H 19.782 2.279 14.217
C 28.117 1.171 16.653
N 27.753 2.679 16.393
C 26.306 2.861 16.669
C 28.573 3.395 17.570
C 28.120 3.097 14.972
C 27.539 4.415 14.477
O 26.214 4.357 14.157
H 27.584 0.619 15.879
H 27.815 0.804 17.634
H 29.170 1.052 16.399
H 26.103 2.546 17.692
H 25.853 2.209 15.921
H 25.977 3.897 16.596
H 28.425 2.865 18.511
H 28.221 4.425 17.505
H 29.642 3.424 17.363
H 27.839 2.225 14.383
H 29.194 2.924 14.896
H 27.901 4.615 13.469
H 27.994 5.209 15.069
H 25.828 5.208 14.374
C 25.694 2.521 23.048
N 25.920 3.051 21.561
C 27.252 2.541 21.044
C 24.850 2.440 20.613
C 25.841 4.580 21.541
C 26.510 5.309 20.361
O 26.151 4.805 19.095
H 26.355 3.155 23.639
H 25.758 1.434 23.092
H 24.671 2.854 23.223
H 27.220 1.464 21.209
H 28.036 2.969 21.669
H 27.241 2.800 19.985
H 24.910 1.352 20.598
H 25.077 2.757 19.595
H 23.861 2.756 20.944
H 26.282 4.918 22.479
H 24.775 4.799 21.480
H 27.575 5.459 20.536
H 26.101 6.319 20.317
H 26.157 5.430 18.366
C 19.590 5.821 12.278
C 20.864 6.362 11.767
O 21.934 5.984 12.267
O 20.807 7.333 10.930
H 18.716 6.396 11.973
H 19.544 5.748 13.364
H 19.387 4.802 11.947